Entry 1:
Molecular formula: C7H9N
Method: DFT, ωB97M-V with the def2-TZVPD basis set

Values from the calculation:
Energy above the lowest of the compared OMol25 structures with the same formula, charge and spin = 39.5 kcal/mol
HOMO-LUMO gap = 9.112 eV
F_max = 0.116 Eh/bohr
SMILES = Cc1ccccc1N

Each line ends with the natural charge from an NBO analysis.
Cartesian coordinates (Å):
C  -0.799  -1.404  -1.499  -0.6258
C  -0.432  -0.427  -0.413  -0.0724
C  -1.218  -0.685  0.771  -0.1856
C  -0.746  -0.077  1.858  -0.2329
C  0.322  0.790  1.963  -0.2329
C  1.060  1.084  0.810  -0.2068
C  0.549  0.512  -0.461  0.1430
N  1.347  1.053  -1.519  -0.8449
H  -0.582  -2.411  -1.145  0.2197
H  -1.843  -1.329  -1.751  0.2156
H  -0.272  -1.112  -2.406  0.2095
H  -2.132  -1.372  0.700  0.2253
H  -1.330  -0.383  2.826  0.2010
H  0.619  1.321  2.881  0.2205
H  1.858  1.881  0.713  0.1995
H  1.783  2.037  -1.159  0.3849
H  1.817  0.524  -2.168  0.3822


Entry 2:
Molecular formula: C3H8N2O2
Method: DFT, ωB97M-V with the def2-TZVPD basis set

Values from the calculation:
Energy above the lowest of the compared OMol25 structures with the same formula, charge and spin = 176.9 kcal/mol
HOMO-LUMO gap = 10.480 eV
F_max = 0.082 Eh/bohr
SMILES = CON1CN1OC

Each line ends with the natural charge from an NBO analysis.
Cartesian coordinates (Å):
C  -1.623  1.652  -0.271  -0.2857
O  -0.741  1.490  0.783  -0.3659
N  0.419  0.833  0.693  -0.0081
C  1.309  1.006  -0.477  -0.1618
N  0.420  -0.311  -0.293  -0.0517
O  1.182  -1.369  0.294  -0.4125
C  0.440  -2.530  0.510  -0.2487
H  -2.170  0.846  -0.772  0.1950
H  -1.124  2.335  -1.004  0.1633
H  -2.420  2.285  0.310  0.2061
H  0.962  1.496  -1.349  0.1994
H  2.399  0.784  -0.310  0.2243
H  -0.180  -2.368  1.436  0.1721
H  1.215  -3.263  0.767  0.1954
H  -0.087  -2.886  -0.316  0.1786


Entry 3:
Molecular formula: C25H25BN8O2W
Method: DFT, ωB97M-V with the def2-TZVPD basis set

Values from the calculation:
Charge = +2
2S+1 = 3
HOMO-LUMO gap (alpha / beta) = 4.272 / 4.895 eV
F_max = 0.056 Eh/bohr

Each line ends with the Mulliken spin population.
Cartesian coordinates (Å):
H  1.829  -2.541  0.611  0.0005
N  1.163  -1.332  -0.989  0.0424
B  0.864  -0.138  -3.226  -0.0570
N  1.344  -1.367  -2.384  0.0018
C  2.084  -2.443  -2.677  0.0475
W  0.247  0.228  -0.117  1.8216
H  2.385  -2.646  -3.696  0.0021
C  2.379  -3.139  -1.503  0.0104
H  2.940  -4.051  -1.404  0.0009
C  1.806  -2.423  -0.462  -0.0181
H  1.102  -0.262  -4.395  0.0000
C  -0.482  3.172  2.366  0.0075
H  -0.614  3.196  3.450  -0.0003
H  -1.441  2.954  1.895  -0.0026
H  -0.080  4.124  2.013  0.0009
N  1.602  1.105  -2.607  -0.0063
N  -0.655  0.088  -2.938  0.0017
N  1.429  1.445  -1.252  0.0074
N  -1.085  0.284  -1.612  0.0604
C  2.429  2.001  -3.163  0.0521
C  -1.703  0.303  -3.748  0.0505
H  2.704  1.908  -4.203  0.0019
H  -1.591  0.247  -4.820  0.0024
C  2.806  2.944  -2.198  0.0073
C  -2.832  0.608  -2.974  0.0129
C  2.167  2.574  -1.011  0.0010
C  -2.422  0.608  -1.648  -0.0305
H  3.456  3.786  -2.347  0.0011
H  -3.828  0.804  -3.333  0.0015
H  2.149  3.007  -0.020  -0.0053
H  -2.943  0.821  -0.721  -0.0052
H  0.220  2.370  2.110  0.0047
O  1.512  -1.428  2.375  0.0025
C  0.354  -1.083  2.598  -0.0154
N  -0.415  -1.418  3.690  0.0027
C  -1.638  -0.669  3.814  -0.0003
C  -1.647  0.054  2.459  -0.0565
O  -2.567  0.737  2.007  0.0086
N  -0.452  -0.218  1.807  0.0416
C  -2.780  -1.655  4.017  0.0012
C  -3.911  -1.665  3.208  -0.0008
C  -4.942  -2.583  3.452  0.0000
C  -4.837  -3.488  4.507  -0.0001
C  -3.712  -3.463  5.342  0.0000
C  -2.685  -2.548  5.096  0.0002
C  -1.527  0.292  4.994  0.0014
C  -2.534  0.398  5.963  0.0000
C  -2.309  1.128  7.135  0.0000
C  -1.119  1.839  7.297  -0.0007
C  -0.138  1.787  6.303  0.0002
C  -0.336  0.997  5.163  0.0009
H  -0.036  -2.028  4.407  0.0005
H  -4.006  -0.935  2.403  -0.0001
H  -5.818  -2.571  2.800  0.0000
H  -5.639  -4.200  4.702  0.0000
H  -3.618  -4.146  6.189  0.0000
H  -1.826  -2.504  5.774  0.0001
H  -3.481  -0.131  5.820  0.0001
H  -3.078  1.125  7.912  0.0000
H  -0.960  2.428  8.202  0.0000
H  0.792  2.346  6.411  0.0000
H  0.456  0.911  4.416  -0.0014


Entry 4:
Molecular formula: C25H41BrO10P2
Method: DFT, ωB97M-V with the def2-TZVPD basis set

Values from the calculation:
HOMO-LUMO gap = 8.997 eV
F_max = 0.101 Eh/bohr
SMILES = CC[C@@H](Br)C1=CC(=O)c2ccccc2C1=O.CCOP(=O)(OCC)OCC.CCOP(=O)(OCC)OCC

Each line ends with the Mulliken charge.
Cartesian coordinates (Å):
C  -6.054  2.555  2.589  -1.1817
C  -5.891  1.953  1.176  -0.4481
C  -4.407  1.770  0.835  -0.3430
Br  -3.551  0.609  2.142  -0.1163
C  -4.145  1.332  -0.582  0.2307
C  -3.730  0.123  -0.958  -0.5329
C  -3.468  -0.129  -2.406  -0.1069
O  -3.694  -1.184  -2.953  -0.5720
C  -2.929  1.058  -3.144  0.5320
C  -1.997  0.947  -4.162  -0.7989
C  -1.534  2.104  -4.765  -0.4984
C  -1.988  3.361  -4.404  -0.6566
C  -2.917  3.475  -3.377  -0.4874
C  -3.375  2.322  -2.768  0.5460
C  -4.359  2.386  -1.642  0.3873
O  -5.261  3.194  -1.599  -0.5953
H  -5.152  3.092  2.879  0.3380
H  -6.903  3.235  2.604  0.3669
H  -6.226  1.742  3.291  0.3121
H  -6.351  2.602  0.436  0.3557
H  -6.347  0.963  1.116  0.3937
H  -3.926  2.745  0.947  0.4958
H  -3.543  -0.663  -0.238  0.5346
H  -1.635  -0.030  -4.450  0.5158
H  -0.803  2.026  -5.560  0.4157
H  -1.651  4.265  -4.890  0.4306
H  -3.302  4.423  -3.025  0.4653
C  -0.106  1.606  3.653  -0.7609
C  1.354  1.998  3.697  -0.4261
O  2.034  1.480  2.550  -0.2403
P  2.378  2.404  1.273  1.0631
O  2.588  3.792  1.715  -0.8570
O  3.845  1.851  0.883  -0.2831
C  4.959  2.733  0.725  -0.3413
C  5.811  2.743  1.976  -1.0762
O  1.717  1.496  0.132  -0.2132
C  0.282  1.386  0.044  0.1438
C  -0.404  2.725  -0.119  -0.9497
H  -0.599  2.078  2.800  0.0458
H  -0.628  1.915  4.559  0.4378
H  -0.214  0.526  3.541  0.2234
H  1.454  3.082  3.774  0.3458
H  1.835  1.568  4.576  0.3250
H  4.629  3.738  0.465  0.3613
H  5.540  2.354  -0.118  0.3499
H  5.217  3.013  2.849  0.2606
H  6.633  3.453  1.878  0.3858
H  6.226  1.752  2.160  0.2793
H  -0.099  0.848  0.916  0.1988
H  0.078  0.763  -0.826  0.0986
H  -0.212  3.379  0.738  0.4270
H  -1.483  2.589  -0.210  -0.1809
H  -0.039  3.239  -1.009  0.4117
C  4.918  -3.639  0.280  -0.9732
C  4.047  -4.844  -0.019  -0.2877
O  2.716  -4.655  0.464  -0.3295
P  1.503  -4.248  -0.520  1.1448
O  1.765  -4.800  -1.861  -0.7965
O  0.292  -5.138  0.072  -0.3498
C  -0.477  -6.001  -0.766  -0.2716
C  0.007  -7.431  -0.647  -1.0709
O  0.969  -2.963  0.261  -0.3554
C  1.760  -1.761  0.295  0.2182
C  2.100  -1.245  -1.087  -1.2122
H  4.572  -2.761  -0.268  0.1597
H  5.951  -3.835  -0.011  0.4213
H  4.894  -3.396  1.343  0.2618
H  4.057  -5.060  -1.088  0.3085
H  4.443  -5.721  0.494  0.3427
H  -0.456  -5.664  -1.801  0.3358
H  -1.511  -5.930  -0.422  0.3450
H  1.070  -7.501  -0.880  0.2781
H  -0.545  -8.085  -1.324  0.3739
H  -0.124  -7.792  0.374  0.2748
H  2.661  -1.931  0.889  0.0073
H  1.169  -1.025  0.834  -0.0122
H  2.690  -1.978  -1.648  0.5659
H  2.675  -0.325  -1.017  0.3021
H  1.193  -1.054  -1.663  0.3073


Entry 5:
Molecular formula: C3H6N2S
Method: DFT, ωB97M-V with the def2-TZVPD basis set

Values from the calculation:
Energy above the lowest of the compared OMol25 structures with the same formula, charge and spin = 70.1 kcal/mol
HOMO-LUMO gap = 9.782 eV
F_max = 0.070 Eh/bohr
SMILES = [H]/N=C(/C=N/[H])CS

Each line ends with the natural charge from an NBO analysis.
Cartesian coordinates (Å):
H  -2.392  0.948  -0.530  0.3579
N  -1.446  1.130  -0.107  -0.5888
C  -0.554  0.216  0.040  0.2474
C  0.769  0.714  0.614  0.0430
N  1.281  1.550  -0.147  -0.5917
H  2.084  2.121  0.238  0.3492
C  -0.721  -1.288  -0.277  -0.6420
S  0.939  -1.825  -0.389  -0.0343
H  1.175  0.364  1.604  0.1996
H  -1.224  -1.919  0.570  0.2402
H  -1.431  -1.530  -1.097  0.2382
H  1.521  -0.481  -0.519  0.1813


Entry 6:
Molecular formula: C31H33BrF4MnN4O2P
Method: DFT, ωB97M-V with the def2-TZVPD basis set

Values from the calculation:
Energy above the lowest of the compared OMol25 structures with the same formula, charge and spin = 5.8 kcal/mol
Charge = +1
2S+1 = 4
HOMO-LUMO gap (alpha / beta) = 7.383 / 6.294 eV
F_max = 0.006 Eh/bohr

Each line ends with the Mulliken spin population.
Cartesian coordinates (Å):
Mn  -0.107  -1.522  0.309  2.0617
N  1.630  0.463  3.669  -0.0034
C  1.678  -0.019  2.416  0.0076
O  0.712  -0.636  1.962  0.0140
C  2.972  0.171  1.664  0.0463
C  2.832  0.087  0.135  0.2331
H  0.747  0.437  4.156  0.0004
H  2.355  1.062  4.021  -0.0008
H  3.650  -0.614  2.021  0.0012
H  3.416  1.124  1.957  -0.0032
H  2.326  -0.856  -0.108  -0.0469
H  3.838  0.011  -0.280  0.0074
F  -7.113  -2.410  0.528  -0.0002
C  -5.917  -1.847  0.463  0.0003
C  -5.796  -0.489  0.229  0.0010
F  -6.883  0.254  0.075  -0.0004
C  -4.536  0.086  0.164  -0.0099
F  -4.484  1.406  -0.032  -0.0003
C  -3.373  -0.652  0.306  -0.0112
P  -1.668  0.077  0.157  -0.0146
C  -1.777  1.095  -1.357  -0.0449
C  -2.351  2.363  -1.448  -0.0031
C  -2.354  3.046  -2.654  0.0008
C  -1.798  2.467  -3.787  -0.0003
C  -1.234  1.203  -3.710  0.0068
C  -1.216  0.524  -2.500  0.0091
C  -1.688  1.241  1.569  -0.0341
C  -0.998  2.449  1.562  0.0026
C  -0.881  3.204  2.722  -0.0091
C  -1.447  2.758  3.906  -0.0020
C  -2.127  1.547  3.928  -0.0002
C  -2.239  0.793  2.770  -0.0019
C  -3.532  -2.008  0.568  0.0180
Br  -2.019  -3.117  0.928  0.0359
C  -4.772  -2.608  0.643  -0.0119
F  -4.900  -3.910  0.897  -0.0009
H  -2.809  2.820  -0.582  -0.0003
H  -2.801  4.030  -2.710  -0.0001
H  -1.808  3.001  -4.728  0.0001
H  -0.800  0.746  -4.590  0.0004
H  -0.758  -0.455  -2.438  -0.0044
H  -0.544  2.811  0.650  0.0198
H  -0.352  4.149  2.696  0.0003
H  -1.367  3.354  4.806  -0.0002
H  -2.581  1.195  4.846  0.0001
H  -2.765  -0.155  2.804  0.0039
C  1.901  2.908  -2.249  0.0630
C  2.695  2.490  -1.004  0.0505
C  4.168  2.318  -1.374  0.0427
C  2.575  3.609  0.050  0.0626
C  2.088  1.229  -0.461  -0.2630
H  2.288  3.846  -2.653  0.0038
H  0.844  3.051  -2.010  -0.0036
H  1.963  2.145  -3.026  -0.0119
H  4.554  3.245  -1.801  0.0005
H  4.303  1.527  -2.115  -0.0056
H  4.783  2.079  -0.503  -0.0016
H  2.937  4.556  -0.359  0.0094
H  3.167  3.382  0.940  -0.0070
H  1.538  3.747  0.357  -0.0172
H  1.008  1.209  -0.372  0.8561
C  0.717  -4.733  -3.124  0.0011
N  1.229  -4.487  -1.775  -0.0028
C  2.056  -5.356  -1.134  -0.0093
C  2.478  -5.139  0.132  0.0087
C  2.012  -3.959  0.781  -0.0081
N  1.253  -3.090  0.135  -0.0282
C  0.831  -3.341  -1.132  0.0007
O  0.062  -2.522  -1.657  -0.0034
N  2.327  -3.672  2.054  -0.0026
H  1.181  -5.636  -3.509  -0.0001
H  0.958  -3.889  -3.765  0.0000
H  -0.363  -4.852  -3.091  -0.0002
H  2.347  -6.230  -1.698  -0.0012
H  3.130  -5.840  0.628  0.0000
H  2.785  -4.354  2.632  0.0001
H  1.829  -2.916  2.501  -0.0001


Entry 7:
Molecular formula: C6H15InNO6P
Method: DFT, ωB97M-V with the def2-TZVPD basis set

Values from the calculation:
Energy above the lowest of the compared OMol25 structures with the same formula, charge and spin = 0.0 kcal/mol
HOMO-LUMO gap = 4.543 eV
F_max = 0.058 Eh/bohr

Each line ends with the natural charge from an NBO analysis.
Cartesian coordinates (Å):
In  -1.178  -0.405  -1.826  0.8699
P  -3.821  -0.275  -0.024  2.3701
O  -3.842  -1.218  -1.294  -0.7094
O  -5.102  -0.178  0.819  -0.8852
O  -3.391  1.058  -0.707  -0.8404
O  -2.541  -0.904  0.704  -0.8796
C  0.855  -3.302  -0.784  -0.2389
O  0.589  -2.079  -0.252  -0.5625
C  0.814  -1.978  1.133  -0.0663
C  1.056  -0.471  1.484  -0.2301
N  -0.118  0.318  1.009  -0.6665
C  -0.126  1.771  1.100  -0.2378
C  0.869  2.438  0.133  -0.0736
O  0.645  1.761  -1.115  -0.5562
C  1.540  2.273  -2.074  -0.2508
H  1.941  -3.367  -0.847  0.1698
H  0.518  -3.216  -1.817  0.1846
H  0.352  -4.100  -0.237  0.1786
H  1.704  -2.510  1.468  0.1756
H  -0.062  -2.405  1.621  0.1870
H  1.982  -0.165  0.998  0.1943
H  1.225  -0.341  2.553  0.1803
H  -1.004  0.005  1.380  0.4109
H  0.106  2.059  2.125  0.1719
H  -1.120  2.168  0.893  0.2226
H  1.912  2.313  0.424  0.1641
H  0.742  3.521  0.117  0.1842
H  1.350  1.910  -3.084  0.1932
H  2.543  1.956  -1.788  0.1668
H  1.563  3.362  -2.111  0.1733


Entry 8:
Molecular formula: C25H32FGe2IrNOS
Method: DFT, ωB97M-V with the def2-TZVPD basis set

Values from the calculation:
Energy above the lowest of the compared OMol25 structures with the same formula, charge and spin = 9.3 kcal/mol
Charge = +2
2S+1 = 2
HOMO-LUMO gap (alpha / beta) = 7.342 / 5.323 eV
F_max = 0.031 Eh/bohr

Each line ends with the Mulliken spin population.
Cartesian coordinates (Å):
Ir  -0.339  -1.687  -0.361  0.2321
C  4.246  -1.880  -0.055  0.0002
S  2.661  -2.449  0.504  -0.0015
C  2.743  -4.131  -0.079  0.0017
O  1.699  -1.746  -0.514  -0.0073
H  4.282  -1.938  -1.143  0.0001
H  5.000  -2.525  0.396  -0.0001
H  4.385  -0.861  0.294  -0.0001
H  3.405  -4.685  0.588  0.0001
H  3.107  -4.155  -1.105  -0.0003
H  1.740  -4.549  -0.016  -0.0009
C  -4.899  -2.152  -0.807  -0.0002
C  -3.461  -1.983  -0.691  -0.0196
N  -2.320  -1.883  -0.654  0.0037
H  -5.283  -2.589  0.115  -0.0002
H  -5.116  -2.818  -1.641  -0.0004
H  -5.370  -1.185  -0.978  -0.0004
F  -0.068  -3.319  5.424  0.0000
C  -0.159  -2.887  4.164  0.0006
C  -0.259  -3.817  3.148  0.0028
C  -0.343  -3.357  1.839  -0.0009
C  -0.327  -1.988  1.574  -0.0210
C  -0.256  -1.073  2.612  0.0106
C  -0.162  -1.526  3.922  0.0017
H  -0.276  -4.873  3.382  0.0002
H  -0.445  -4.091  1.040  0.0020
H  -0.257  -0.011  2.419  -0.0040
H  -0.094  -0.837  4.753  -0.0002
C  -2.129  3.804  -0.260  0.0163
Ge  -2.320  1.887  -0.357  0.3031
C  -3.279  1.278  -1.933  0.0434
C  -2.982  1.082  1.289  0.0562
Ge  0.090  0.630  -0.680  0.1757
C  1.211  1.462  0.661  0.0376
C  2.594  1.301  0.547  0.0112
C  3.448  1.837  1.500  0.0035
C  2.930  2.543  2.578  -0.0002
C  1.560  2.728  2.690  0.0068
C  0.707  2.190  1.738  0.0068
C  0.461  1.266  -2.437  0.0516
C  -0.137  0.694  -3.568  0.0364
C  0.149  1.183  -4.830  -0.0183
C  1.029  2.251  -4.972  0.0496
C  1.621  2.831  -3.857  -0.0175
C  1.338  2.348  -2.590  0.0379
H  -3.151  4.183  -0.173  0.0153
H  -1.678  4.218  -1.159  -0.0001
H  -1.561  4.121  0.611  -0.0008
H  -4.341  1.447  -1.737  0.0102
H  -3.119  0.222  -2.133  -0.0022
H  -2.995  1.851  -2.813  0.0023
H  -4.070  1.198  1.275  0.0119
H  -2.601  1.595  2.171  0.0002
H  -2.733  0.027  1.363  -0.0071
H  3.007  0.780  -0.309  -0.0053
H  4.519  1.723  1.395  0.0002
H  3.595  2.960  3.322  0.0001
H  1.156  3.295  3.518  -0.0001
H  -0.360  2.349  1.847  -0.0288
H  -0.824  -0.139  -3.463  0.0021
H  -0.310  0.739  -5.703  0.0000
H  1.250  2.636  -5.958  0.0012
H  2.301  3.664  -3.977  0.0000
H  1.791  2.814  -1.723  0.0023